# 1
This record from the Open Molecules 2025 dataset describes a molecular structure, C15H17HfIN2. The level of theory is the ωB97M-V functional and the def2-TZVPD basis.

For the orbital gap, the calculation gives 6.81 eV. As for the energy above the lowest of the compared OMol25 structures with the same formula, charge and spin: 37.56 kcal/mol. The net charge is +2. The HOMO energy comes out at -15.594 eV. As for the total energy: -1036.4331 hartree.

CARTESIAN COORDINATES (ANGSTROEM)
C 3.91 0.50 -2.13
C 4.40 0.66 -0.77
H 3.92 -0.53 -2.51
H 4.45 1.11 -2.85
H 2.82 0.83 -2.12
H 3.50 0.37 -0.14
H 5.20 -0.06 -0.55
H 4.73 1.65 -0.47
Hf 0.83 0.11 -0.25
C 1.04 2.22 -0.57
H 1.18 2.74 0.40
H 0.05 2.60 -0.94
H 1.80 2.63 -1.26
I 1.91 -2.45 -0.23
C -0.20 -0.06 3.84
C 0.62 0.23 2.78
N 0.04 0.27 1.55
C -1.23 -0.26 1.21
C -2.03 -0.60 2.30
C -1.51 -0.45 3.60
C -3.34 -1.03 1.92
C -3.76 -1.18 0.63
C -2.94 -0.91 -0.50
C -3.27 -1.07 -1.87
C -2.37 -0.84 -2.89
C -1.10 -0.42 -2.59
N -0.84 -0.13 -1.29
C -1.67 -0.42 -0.18
H 0.23 0.04 4.84
H 1.68 0.47 2.80
H -2.14 -0.66 4.45
H -4.02 -1.24 2.74
H -4.77 -1.50 0.41
H -4.26 -1.39 -2.13
H -2.60 -0.96 -3.95
H -0.26 -0.26 -3.28

# 2
This record from the Open Molecules 2025 dataset describes a molecular structure, C25H28BF8LiO17. The level of theory is the ωB97M-V functional and the def2-TZVPD basis.

For the orbital gap, the calculation gives 9.22 eV. As for the energy above the lowest of the compared OMol25 structures with the same formula, charge and spin: 15.50 kcal/mol. The net charge is 0. The HOMO energy comes out at -9.162 eV. As for the total energy: -3080.2245 hartree.

CARTESIAN COORDINATES (ANGSTROEM)
Li 13.68 -2.51 4.45
O 20.07 -7.15 6.49
C 19.50 -6.15 6.23
O 18.81 -5.94 5.10
B 18.16 -4.63 5.20
O 18.41 -4.15 6.55
C 19.22 -4.98 7.17
O 19.56 -4.88 8.31
O 16.73 -4.63 4.85
C 16.49 -3.71 3.94
O 15.41 -3.44 3.50
C 17.85 -3.05 3.57
O 18.77 -3.64 4.25
O 17.94 -2.11 2.82
O 13.37 -4.46 5.01
C 13.57 -5.60 5.27
O 14.10 -5.98 6.45
C 14.37 -7.38 6.39
C 13.29 -7.94 5.44
C 13.34 -6.81 4.39
H 14.18 -7.80 7.38
H 15.39 -7.68 6.11
H 12.38 -7.95 6.04
H 13.57 -8.92 5.08
H 12.45 -6.68 3.79
H 14.21 -7.06 3.77
O 11.98 -2.83 3.34
C 10.82 -3.00 3.05
O 10.06 -2.03 2.54
C 8.71 -2.56 2.28
C 8.58 -3.81 3.12
C 10.04 -4.27 3.27
H 8.69 -2.80 1.22
H 8.05 -1.74 2.55
H 8.04 -4.61 2.62
H 8.13 -3.64 4.10
H 10.31 -4.92 2.44
H 10.28 -4.76 4.21
O 14.71 -2.03 6.20
C 15.16 -1.08 6.78
O 15.96 -0.20 6.17
C 16.24 0.97 6.97
C 15.63 0.66 8.34
C 14.86 -0.63 8.19
H 15.75 1.81 6.48
H 17.31 1.20 6.98
H 15.06 1.51 8.74
H 16.40 0.45 9.08
H 13.78 -0.43 8.20
H 15.10 -1.44 8.87
O 13.71 -0.68 3.62
C 14.32 0.28 3.21
O 13.67 1.41 2.90
C 14.56 2.40 2.33
C 15.88 1.63 2.03
C 15.77 0.37 2.89
H 14.68 3.21 3.05
H 14.16 2.74 1.38
H 16.70 2.28 2.31
H 15.90 1.28 1.00
H 16.24 0.55 3.86
H 16.11 -0.58 2.47
C 9.44 0.22 7.26
C 9.52 -0.07 5.77
C 10.91 -0.09 5.14
F 11.64 1.01 5.42
F 11.62 -1.21 5.55
F 8.92 -1.23 5.38
F 8.85 0.89 5.06
O 9.65 1.55 7.61
C 8.58 2.33 8.02
C 9.11 3.76 8.17
F 9.50 4.21 6.95
F 8.08 4.53 8.61
F 7.54 2.25 7.18
F 8.18 1.88 9.24
H 10.19 -0.40 7.76
H 8.51 -0.18 7.69
H 10.93 -0.21 4.06
H 9.95 3.84 8.86

# 3
This record from the Open Molecules 2025 dataset describes a molecular structure, C9H21ClIIrO2P2. The level of theory is the ωB97M-V functional and the def2-TZVPD basis.

For the orbital gap (alpha / beta), the calculation gives 6.47 / 6.38 eV. The spin multiplicity is 5. As for the energy above the lowest of the compared OMol25 structures with the same formula, charge and spin: 11.06 kcal/mol. The net charge is +2. The expectation value of S² is 6.022. The HOMO energy (alpha / beta) comes out at -13.448 / -16.789 eV. As for the total energy: -2050.2482 hartree.

CARTESIAN COORDINATES (ANGSTROEM)
C 2.14 2.41 -2.96
C 1.18 1.38 -2.49
H 2.01 2.33 -4.05
H 3.18 2.20 -2.70
H 1.91 3.42 -2.63
O 0.44 0.64 -3.11
I 2.67 2.76 0.80
Ir 1.12 1.20 -0.43
P -1.01 2.36 -0.29
C -2.54 1.49 -0.89
C -1.53 2.89 1.37
H -2.38 3.57 1.30
H -1.89 4.34 -1.34
H -0.69 3.37 1.88
H -0.15 4.49 -0.94
H -2.79 0.72 -0.14
H -1.80 2.01 1.96
C -0.92 3.84 -1.34
H -3.37 2.18 -1.02
H -0.66 3.53 -2.36
H -2.30 0.99 -1.83
P 2.38 -0.88 -0.47
C 1.55 -2.41 -1.10
C 3.80 -0.66 -1.58
H 3.49 -0.62 1.66
H 3.74 -2.27 0.98
H 2.19 -1.80 1.75
C 3.03 -1.46 1.14
H 4.43 0.12 -1.18
H 4.35 -1.60 -1.66
H 2.27 -3.20 -1.32
H 0.99 -2.15 -2.01
H 3.43 -0.36 -2.57
H 0.84 -2.74 -0.34
Cl 0.63 0.55 2.05
O -0.97 -1.01 0.05
C -0.18 -0.18 -0.20